Record 1
The following is a quantum chemistry calculation of a structure of composition C16H40N4O7P2Pt, from OMol25.

XYZ file:
```
70
Properties=species:S:1:pos:R:3:forces:R:3:nbo_charge:R:1
Pt -1.202468 -0.910173 0.301883 -0.030 0.009 0.032 1.392
P 0.514217 1.956808 -0.917147 -0.022 0.110 -0.020 2.502
P 2.262131 0.100877 0.403395 0.148 -0.067 -0.201 2.502
O -2.979210 -2.509449 -1.123050 -0.014 -0.023 0.014 -0.569
O 1.207873 -0.918389 0.289498 -0.034 0.051 0.034 -1.096
O -0.867320 -3.042184 0.526822 0.063 0.015 0.021 -0.576
O 1.960803 1.467216 -0.408631 0.020 -0.068 0.061 -1.078
O -0.619746 1.337712 -0.213375 -0.002 -0.084 -0.048 -1.098
O -2.250502 -1.403864 2.235466 0.011 -0.019 -0.047 -0.563
O -3.208063 -0.048045 0.070249 0.026 0.026 -0.002 -0.578
N 0.540790 1.890531 -2.521995 -0.040 0.075 0.042 -0.745
N 3.664785 -0.477728 -0.463863 -0.115 0.133 0.090 -0.351
N 0.568424 3.640351 -0.510846 0.037 -0.078 -0.065 -0.371
N 2.790894 0.530382 1.848932 -0.036 -0.030 0.073 -0.765
C 4.778448 0.398274 -0.773378 0.081 0.016 -0.009 -0.472
C -4.190995 -0.524413 -0.899527 -0.002 -0.027 -0.015 -0.083
C 2.818841 -0.485763 2.933398 0.015 -0.003 0.023 -0.418
C 3.882518 -1.901348 -0.611970 0.045 -0.106 0.000 -0.474
C -2.761419 -3.874694 -0.797172 -0.001 0.009 0.010 -0.104
C -1.289062 -3.996449 -0.496631 -0.036 0.002 -0.031 -0.083
C -2.241164 -2.827298 2.518271 -0.019 0.011 0.028 -0.104
C 1.738281 4.462753 -0.760097 0.040 0.048 -0.010 -0.469
C -0.669713 4.338820 -0.215888 -0.067 0.059 0.029 -0.469
C -4.295542 -2.028100 -0.906084 -0.001 0.000 0.013 -0.100
C -3.659746 0.340974 1.388018 -0.030 0.006 0.012 -0.101
C 1.730150 2.135185 -3.360829 0.022 0.013 -0.014 -0.421
C -3.575588 -0.817927 2.348088 -0.008 -0.002 0.024 -0.105
C -0.743904 1.922302 -3.265459 -0.015 -0.025 -0.042 -0.423
C -0.992204 -3.416208 1.919389 -0.012 -0.035 0.013 -0.100
C 3.466134 1.798647 2.190014 0.027 0.003 -0.009 -0.415
H 1.654287 3.110236 -3.844882 -0.010 0.002 0.011 0.245
H 2.970193 -2.457725 -0.429226 -0.008 0.013 -0.003 0.261
H -0.865969 2.889117 -3.754643 0.004 0.001 0.013 0.242
H -0.099109 -3.034681 2.413682 0.001 0.003 -0.001 0.212
H 5.627206 0.151325 -0.122554 -0.018 -0.021 0.008 0.290
H 2.317147 -1.396984 2.617222 -0.009 0.005 -0.007 0.226
H -4.682356 0.715883 1.337978 0.008 0.013 -0.023 0.247
H -5.148813 -0.054197 -0.679924 0.007 0.014 0.005 0.234
H -3.002689 1.155164 1.694248 0.001 -0.002 0.005 0.212
H -4.979447 -2.336791 -1.702065 0.007 -0.003 -0.008 0.237
H -1.501797 3.648390 -0.132799 0.010 -0.012 -0.007 0.257
H -4.319283 -1.579782 2.113956 0.009 -0.010 0.003 0.208
H -0.536594 4.878681 0.730580 0.019 -0.017 0.001 0.293
H 4.263721 -2.091289 -1.621700 -0.018 0.020 -0.004 0.290
H 2.307603 -0.074857 3.802750 -0.006 0.006 -0.004 0.252
H 3.427360 2.500329 1.361358 -0.015 0.004 -0.002 0.208
H 2.638427 3.864045 -0.856328 -0.008 -0.013 0.005 0.234
H 1.581325 5.048114 -1.675879 -0.020 -0.009 0.001 0.287
H 4.677936 -2.221339 0.075996 -0.005 0.026 0.006 0.288
H -0.854621 5.100254 -0.982350 0.018 -0.015 -0.012 0.283
H 3.851952 -0.708040 3.199333 0.004 0.011 -0.003 0.244
H -3.020274 -4.534830 -1.629410 0.003 0.003 -0.009 0.238
H -3.828729 -0.171729 -1.863540 -0.012 0.012 0.001 0.216
H 4.506479 1.605471 2.452663 0.003 -0.010 -0.005 0.247
H 2.964265 2.233905 3.053772 0.002 -0.003 0.003 0.254
H 1.765167 1.370350 -4.136261 0.002 -0.006 0.007 0.258
H -3.136635 -3.276419 2.087097 -0.004 0.007 0.004 0.202
H -4.691775 -2.411608 0.040649 0.000 -0.002 -0.003 0.180
H -1.020532 -4.997795 -0.162119 0.008 0.004 0.011 0.235
H 5.109314 0.202218 -1.798209 -0.026 -0.003 -0.005 0.289
H 2.642736 2.092128 -2.772075 0.000 -0.014 0.004 0.210
H -0.712347 1.145158 -4.028362 0.001 -0.006 0.009 0.254
H -1.008155 -4.502374 2.012459 0.022 -0.001 -0.019 0.248
H -1.578025 1.734999 -2.593768 0.004 0.005 0.005 0.229
H -2.253323 -2.975599 3.599425 -0.011 0.006 0.002 0.248
H 4.514894 1.444203 -0.651544 -0.018 -0.002 -0.008 0.233
H 1.841124 5.184458 0.055487 -0.004 -0.014 0.011 0.291
H -3.373154 -4.168564 0.061750 -0.006 0.003 -0.005 0.187
H -3.726889 -0.479116 3.373861 0.002 -0.012 0.005 0.248
H -0.698252 -3.739516 -1.374118 0.008 -0.002 0.004 0.218
```
Forces are in eV/Å.

Summary:
total charge = +4
2S+1 = 5
energy above the lowest of the compared OMol25 structures with the same formula, charge and spin = 0.496 eV

Record 2
The following is a quantum chemistry calculation of a cluster of 3 separate species, C16H40O11P2 in total, from OMol25.

XYZ file:
```
69
Properties=species:S:1:pos:R:3:forces:R:3:nbo_charge:R:1
P 2.472986 2.944714 5.373090 3.017 -3.091 -0.692 1.832
P 0.305836 3.366431 5.166855 -2.142 1.233 -0.245 0.491
O -0.388239 -5.318792 -7.717808 -0.597 -0.102 0.185 -0.548
O -0.079569 -0.315923 -1.325308 -0.598 -0.049 0.200 -0.547
O -1.039084 5.923063 8.511474 1.137 3.965 -7.799 -0.566
O 2.821813 3.136959 7.083473 -2.152 -0.215 -1.840 -0.974
O 2.860052 1.530265 4.784053 -0.894 4.866 1.914 -1.044
O 1.473061 -4.890170 -5.364485 -0.216 0.453 0.479 -0.550
O 0.395825 7.213321 7.044214 -3.367 -1.637 -1.063 -0.701
O 3.278408 4.294808 4.563274 -2.439 -0.776 2.692 -0.951
O -1.513154 -4.341256 -5.033573 0.377 -0.113 -0.277 -0.544
O 1.781731 0.112699 1.028015 -0.315 0.397 0.414 -0.554
O -1.204483 0.661613 1.358927 0.319 -0.014 -0.270 -0.550
C -1.534852 3.962019 5.092063 -1.390 0.871 0.341 -0.785
C -0.490323 -0.551783 1.624555 0.117 -0.020 0.260 -0.083
C -0.798994 -5.554651 -4.767946 0.020 0.072 0.263 -0.083
C -0.984778 -6.468382 -8.289002 0.364 0.109 -0.070 -0.253
C -1.307130 -4.239673 -7.527589 0.761 -0.055 0.401 -0.095
C -0.895997 6.516171 7.315478 -0.059 -2.359 5.041 0.768
C 0.650293 -5.371858 -4.300071 -0.185 0.017 -0.635 -0.093
C 2.660278 1.157203 1.420225 0.199 -0.409 -0.357 -0.247
C 2.351608 -3.845665 -4.972276 0.102 -0.447 -0.353 -0.253
C -0.676108 -1.465513 -1.896501 0.341 0.109 -0.100 -0.253
C -1.084879 -3.571585 -6.165504 -0.283 -0.016 -0.041 -0.083
C -1.564325 5.603045 4.833083 -0.301 0.122 -0.016 -0.424
C -2.096943 6.436865 6.181132 0.013 -0.769 -0.320 -0.521
C -0.776208 1.431284 0.226996 -0.260 -0.033 -0.030 -0.082
C 0.958963 -0.368991 2.092430 -0.191 0.064 -0.618 -0.095
C -0.998460 0.763195 -1.135088 0.782 -0.095 0.393 -0.094
H -0.805179 1.489772 -1.929146 -0.190 0.233 0.021 0.178
H -0.866875 -6.236264 -5.615333 0.258 0.089 -0.087 0.183
H -1.083474 -6.339446 -9.372414 -0.164 -0.143 0.007 0.170
H -0.558204 -1.233397 0.777168 0.229 0.098 -0.094 0.183
H 3.244885 -4.272567 -4.503425 0.012 0.209 0.111 0.173
H -1.695825 -2.661745 -6.144031 -0.092 -0.182 0.040 0.184
H 0.381474 3.367903 3.712818 0.348 -0.142 0.797 0.037
H -1.037628 -1.037756 2.440428 0.026 0.199 0.014 0.183
H 1.054685 -6.341508 -3.994752 -0.164 -0.092 0.214 0.179
H 0.477510 7.422351 6.058976 -0.542 -0.350 1.828 0.484
H -0.331443 -7.323385 -8.091286 0.004 0.173 -0.070 0.192
H -1.652879 -1.681018 -1.452234 -0.044 0.036 -0.056 0.167
H -1.961549 -6.683886 -7.844733 -0.050 0.047 -0.044 0.165
H 2.177192 1.861962 2.097114 0.017 -0.005 0.183 0.165
H 1.363355 -1.338640 2.397749 -0.169 -0.074 0.233 0.181
H 0.670795 -4.693764 -3.435127 0.013 -0.027 -0.170 0.172
H 1.868521 -3.140907 -4.295386 -0.044 0.050 0.143 0.168
H 3.553555 0.730302 1.889074 -0.068 0.274 0.161 0.185
H -0.062435 2.129526 5.815919 0.471 0.302 -0.258 0.022
H -0.480898 6.035242 4.607682 -2.120 -1.043 0.099 0.182
H -2.034184 0.424107 -1.209682 -0.042 -0.081 0.028 0.175
H -0.774804 -1.336578 -2.979914 -0.174 -0.162 0.002 0.172
H 0.585847 4.620877 5.877857 0.048 -0.478 -0.173 -0.057
H -0.022772 -2.320516 -1.698785 0.007 0.162 -0.062 0.189
H 2.959241 1.701291 0.520189 -0.021 -0.151 0.001 0.182
H -1.113849 -3.513098 -8.321646 -0.191 0.227 0.025 0.179
H 0.979465 0.309104 2.957374 0.088 -0.055 -0.145 0.181
H -2.525741 7.498126 5.905186 1.203 -2.017 0.586 0.251
H 1.964047 3.007726 7.623938 1.939 0.260 -1.288 0.500
H 2.650571 -3.301577 -5.872312 -0.008 -0.145 0.056 0.191
H -2.132871 3.389671 4.255665 1.139 1.142 1.561 0.241
H 0.254349 1.761413 0.354922 0.107 -0.232 -0.187 0.189
H -2.342855 -4.578761 -7.602182 -0.039 -0.079 0.029 0.174
H -2.077487 3.753207 6.129401 1.177 0.345 -2.085 0.228
H 2.843772 5.125798 4.968832 1.153 -1.686 -0.824 0.487
H -1.346298 -6.040624 -3.952072 0.033 0.202 0.013 0.185
H -1.387155 2.341123 0.248469 -0.113 -0.169 0.028 0.178
H -2.989515 5.790780 6.616053 2.100 1.557 -0.519 0.256
H -0.054320 -3.241456 -6.037579 0.086 -0.216 -0.189 0.186
H -2.268350 5.807201 3.893043 1.619 -0.157 2.214 0.244
```
Forces are in eV/Å.

Summary:
SMILES = O=C(O)CCC[PH3]P(=O)(O)O.COCCOCCOC.COCCOCCOC
DFT total energy = -2143.70467 Ha